[1]
# C28H28N2SiSn

A structure of composition C28H28N2SiSn at a distorted geometry (ωB97M-V/def2-TZVPD, the OMol25 dataset).

XYZ file:
```
60
Properties=species:S:1:pos:R:3:forces:R:3
C 0.63642 -0.55899 0.57073 0.1 -0.2 -0.4
C 1.22049 -1.44448 -0.36567 0.2 0.8 0.5
C 1.99428 -0.67586 -1.28073 -0.4 0.1 0.5
H 1.16662 -2.53035 -0.33921 0.0 0.3 -0.1
C 1.84818 0.68826 -0.96232 0.0 -0.4 0.2
C 1.01650 0.78765 0.21214 -0.6 -0.4 -0.6
H 0.88827 1.66434 0.84950 0.2 -0.3 -0.3
H 0.07210 -0.84249 1.46614 0.2 0.1 -0.4
H 2.66798 -1.09852 -2.01930 -0.3 0.2 -0.1
H 2.35425 1.52370 -1.44261 -0.1 -0.2 0.1
Sn -1.09867 1.22106 -1.22438 1.6 0.3 1.4
C -2.32441 -1.69206 -2.11024 -0.5 -2.1 -0.1
H -1.54429 -1.22260 -2.71287 -0.1 -0.2 0.4
H -2.70717 -1.02143 -1.34990 -0.1 -0.1 0.1
H -3.13473 -1.96623 -2.79683 -0.2 0.4 -0.1
Si -1.84164 -3.53374 -1.40633 -0.2 2.5 -1.5
C -3.28047 -4.44535 -0.64642 0.1 -0.2 0.5
C -2.96762 -5.37173 0.37929 -0.3 0.3 0.3
H -1.97232 -5.82370 0.42275 -0.3 0.3 0.0
C -3.89146 -5.65271 1.39342 -0.3 0.1 -0.2
H -3.57897 -6.25175 2.25861 -0.2 0.1 -0.5
C -5.18452 -5.11355 1.33080 0.5 0.2 -0.2
H -5.89448 -5.31702 2.13426 0.2 0.1 -0.3
C -5.54695 -4.30809 0.23713 0.4 -0.4 -0.1
H -6.53791 -3.87459 0.18813 0.0 -0.1 -0.1
C -4.61688 -4.01286 -0.76600 0.1 0.1 0.4
H -4.90373 -3.40556 -1.62863 0.0 0.0 0.4
C -0.71124 -4.18747 -2.74441 -0.1 -0.1 -0.5
C -0.40903 -5.56050 -2.79971 0.7 0.3 0.3
H -1.12835 -6.28650 -2.41164 0.4 0.2 0.2
C 0.84360 -5.97198 -3.27346 0.1 0.2 -0.4
H 1.15402 -7.01173 -3.18250 -0.2 0.2 -0.1
C 1.73307 -5.04320 -3.83600 -0.4 0.3 0.2
H 2.73097 -5.34765 -4.16728 -0.4 0.0 0.2
C 1.32458 -3.70941 -3.99342 -0.2 -0.1 -0.2
H 1.97539 -2.96878 -4.47029 -0.2 -0.4 0.1
C 0.08215 -3.29465 -3.50112 0.3 -0.4 0.5
H -0.24486 -2.26144 -3.64769 0.4 -0.4 0.3
H -0.78181 -3.26887 -0.21482 -0.7 1.2 -0.4
H -0.90818 -4.15995 -0.21129 0.9 -2.3 0.7
C 1.26307 4.70749 -2.64976 0.1 -1.4 -0.9
C 1.03859 5.67021 -1.67205 -0.7 0.7 1.5
C 0.25757 5.37268 -0.56054 0.6 0.3 -0.8
C -0.29831 4.09508 -0.43580 -0.7 -0.5 1.3
N -0.11147 3.18412 -1.43422 -0.1 -0.6 -0.8
C 0.68280 3.46072 -2.50085 -0.1 1.1 0.3
C -1.03622 3.64133 0.74404 0.7 0.5 -1.2
C -1.13444 4.39385 1.92356 -0.4 -0.3 1.2
C -1.68226 3.81759 3.07080 0.6 1.1 -1.0
C -2.16189 2.50496 3.01374 -0.2 -1.2 -0.7
C -2.08061 1.81080 1.81332 0.1 0.9 0.4
N -1.56485 2.38047 0.69323 -0.3 -0.9 -0.2
H 1.87464 4.89580 -3.53433 -0.2 0.0 0.4
H 1.47979 6.65578 -1.76676 -0.1 0.0 0.0
H 0.04683 6.07760 0.23221 0.3 0.2 -0.3
H 0.84291 2.68156 -3.24579 -0.2 0.1 0.3
H -0.73521 5.40365 1.91780 -0.1 -0.2 0.3
H -1.71857 4.37371 4.00290 0.0 0.0 -0.2
H -2.58809 2.01232 3.88122 0.1 0.1 -0.1
H -2.42504 0.77779 1.74212 0.1 0.3 -0.1
```
Forces are in eV/Å.

Electronic energy (Ha): -1696.85062
M (g/mol): 539.34
Kohn-Sham gap (spin up / spin down) (eV): 5.6 / 4.8
ΔE to the lowest compared entry with this formula, charge and spin (eV): 0.000

[2]
# C4H7IN2

A cluster of 2 separate species, C4H7IN2 in total at a distorted geometry (ωB97M-V/def2-TZVPD, the OMol25 dataset).

XYZ file:
```
14
Properties=species:S:1:pos:R:3:forces:R:3
C -1.08635 -1.44641 -0.04228 0.4 1.4 0.9
C -0.08467 0.30223 -1.32693 0.5 -4.3 -3.4
C 1.37759 -0.28104 0.91590 -1.1 0.3 -2.9
C -0.58878 -0.09883 -0.04787 3.3 0.3 2.3
N -1.53900 -2.47095 0.14303 -0.6 -1.7 -0.1
N -1.24527 0.81186 0.68354 -2.4 0.7 1.2
I 2.61423 1.38236 0.20063 -0.5 -0.5 0.4
H 0.27214 1.24832 -1.53775 0.5 2.0 0.2
H -0.83936 -0.01860 -2.10578 0.6 0.7 0.5
H 0.76456 -0.46221 -1.45834 -1.0 1.4 -0.6
H 1.88392 -1.15269 0.46300 -0.4 0.3 0.9
H 1.33187 -0.12855 1.96499 -0.1 -0.4 0.9
H -0.96398 1.76965 0.74214 0.4 0.1 -0.4
H -1.89691 0.54486 1.40572 0.3 -0.2 -0.1
```
Forces are in eV/Å.

Electronic energy (Ha): -563.71114
M (g/mol): 210.02
Kohn-Sham gap (eV): 8.6
ΔE to the lowest compared entry with this formula, charge and spin (eV): 2.763

[3]
# C4H8N4O

An isolated molecule of C4H8N4O at a distorted geometry (ωB97M-V/def2-TZVPD, the OMol25 dataset).

XYZ file:
```
17
Properties=species:S:1:pos:R:3:forces:R:3
C 1.39210 0.45189 0.13086 0.8 2.0 -1.0
C -1.01249 0.84787 0.88275 1.3 -2.8 -1.9
C -2.25663 0.23266 0.29538 -0.2 -0.3 -2.7
C -0.53196 -1.10544 -0.50089 2.7 1.0 0.5
H 3.27023 -0.37367 0.21438 -0.8 -0.5 -1.1
H 2.15185 -1.02574 -1.06518 0.1 -1.6 -0.3
H 2.59851 1.69891 0.17287 1.6 1.1 -0.2
H -1.00593 0.83537 1.93759 0.5 -0.3 1.2
H -0.86802 1.80815 0.51633 0.3 1.8 -0.4
H -2.70296 0.91253 -0.46741 0.2 -0.4 0.6
H -3.04492 -0.16532 0.88463 -0.4 0.1 1.2
H -0.48817 -2.47845 -1.64452 -0.1 -1.0 -0.5
N 2.44451 -0.36229 -0.40177 -1.0 2.2 2.2
N 1.63839 1.73656 0.39636 -2.0 -3.7 0.4
N 0.08165 -0.04779 0.20307 -1.7 1.2 1.6
N 0.18594 -2.00034 -1.07328 -1.3 0.9 0.1
O -1.85209 -0.96488 -0.48117 -0.1 0.3 0.3
```
Forces are in eV/Å.

Electronic energy (Ha): -451.45141
M (g/mol): 128.13
SMILES string: [H]/N=C1\OCCN1/C(N)=N/[H]
Kohn-Sham gap (eV): 9.6
ΔE to the lowest compared entry with this formula, charge and spin (eV): 1.818

[4]
# H3NO3P2

A cluster of 2 separate species, H3NO3P2 in total at a distorted geometry (ωB97M-V/def2-TZVPD, the OMol25 dataset).

XYZ file:
```
9
Properties=species:S:1:pos:R:3:forces:R:3
N 0.34810 -0.65680 0.03658 -0.3 -6.0 -1.2
O -0.65514 1.30753 0.13186 -1.7 -0.1 -0.1
O -1.96821 -0.31620 -1.35170 -1.4 -0.5 -3.3
O -2.13082 -0.65191 1.14018 0.4 0.4 -0.4
P 1.08236 0.79631 -0.33775 2.6 1.6 0.9
P -1.35343 -0.12542 -0.05698 1.9 -0.1 3.8
H 0.85960 -1.91571 -0.45250 -1.9 4.9 1.6
H 1.35763 1.47855 0.98905 0.3 -0.4 -1.0
H 2.45991 0.08366 -0.09875 0.2 0.2 -0.3
```
Forces are in eV/Å.

Electronic energy (Ha): -964.94837
M (g/mol): 126.98
Kohn-Sham gap (eV): 6.3
Charge: -2
ΔE to the lowest compared entry with this formula, charge and spin (eV): 2.210

[5]
# C3H7NO

An isolated molecule of C3H7NO at a distorted geometry (ωB97M-V/def2-TZVPD, the OMol25 dataset).

XYZ file:
```
12
Properties=species:S:1:pos:R:3:forces:R:3
C -0.35255 -0.00059 0.51960 -4.6 -1.7 6.3
C 0.22862 0.90764 -0.29519 1.2 10.6 -2.6
C 0.71998 -0.36241 -0.38613 5.4 -5.3 -1.0
H -2.27261 0.20565 -0.08018 -1.1 2.2 -0.1
H -2.04120 -1.24940 0.21716 1.7 0.8 -0.6
H -0.50378 0.38107 1.67566 1.1 -2.0 -2.6
H 0.91971 1.69470 0.27176 -1.2 -1.9 -1.6
H -0.42600 1.40607 -1.00130 0.3 0.0 -0.3
H 0.58378 -1.20973 -1.18735 0.0 2.1 1.6
H 2.58040 -1.16513 0.39104 -2.5 4.0 -1.5
N -1.52286 -0.40546 -0.18485 -2.4 -4.0 0.9
O 2.08651 -0.20241 0.05978 2.3 -4.9 1.4
```
Forces are in eV/Å.

Electronic energy (Ha): -248.34967
M (g/mol): 73.09
SMILES string: N[C@@H]1C[C@H]1O
Kohn-Sham gap (eV): 10.5
ΔE to the lowest compared entry with this formula, charge and spin (eV): 4.812

[6]
# C31H32F3N2O

A cluster of 2 separate species, C31H32F3N2O in total at a distorted geometry (ωB97M-V/def2-TZVPD, the OMol25 dataset).

XYZ file:
```
69
Properties=species:S:1:pos:R:3:forces:R:3
C -2.09376 -2.85900 3.53597 0.0 0.2 -0.1
C -1.74988 -1.57106 3.97336 -0.1 -0.3 -0.2
C -1.81531 -0.49143 3.09389 0.0 -0.3 -0.2
C -2.21296 -0.68545 1.75338 -0.3 -0.3 0.4
C -2.34450 0.41616 0.79537 -0.5 0.3 -1.0
N -3.10582 0.17656 -0.25133 0.1 -1.1 1.6
C -3.48127 0.96006 -1.23442 0.9 1.2 -0.4
C -4.14982 0.43573 -2.36456 0.1 -0.6 -1.7
N -4.56821 0.12849 -3.41093 0.4 0.4 1.6
C -1.67130 1.70593 1.02401 0.4 0.4 0.0
C -0.39508 1.77972 1.62389 0.0 0.3 -0.1
C 0.25142 3.00608 1.78785 -0.4 0.1 -0.2
C -0.36149 4.19091 1.34199 -0.1 -0.3 0.0
C -1.62423 4.13051 0.74462 0.1 0.0 0.2
C -2.26998 2.90487 0.60058 0.2 0.0 0.1
C -2.59939 -1.97285 1.33662 0.3 -0.4 0.4
C -2.52341 -3.05540 2.21138 0.1 0.4 0.2
H -2.02767 -3.70525 4.22068 0.0 0.2 -0.2
H -1.42265 -1.41031 5.00550 -0.2 -0.1 -0.3
H -1.55736 0.50969 3.43873 -0.1 -0.3 0.0
H -2.86502 1.82758 -1.49959 -0.4 0.1 0.0
H 0.09212 0.86175 1.95632 -0.1 0.3 -0.1
H 1.23444 3.04567 2.26363 -0.3 0.0 -0.2
H 0.14016 5.15105 1.46578 -0.1 -0.2 0.0
H -2.12366 5.03806 0.38479 0.2 -0.3 0.2
H -3.25921 2.87175 0.16253 0.5 0.1 0.1
H -2.94045 -2.10180 0.30930 0.1 0.0 0.3
H -2.79071 -4.05438 1.85526 0.1 0.3 0.2
C -8.74681 -3.62221 -0.13984 -0.2 0.1 -0.2
C -7.30011 -3.11802 -0.15790 -0.1 0.4 0.0
C -6.73750 -3.22903 1.26010 0.0 0.0 0.0
C -6.47535 -4.02556 -1.07827 0.1 0.2 -0.3
C -7.24047 -1.66222 -0.68047 0.4 0.2 0.7
C -6.63240 -0.65632 0.01908 0.3 -0.6 -0.2
C -6.44321 0.65964 -0.53248 0.2 1.3 0.9
C -5.56300 1.58427 0.05969 -2.1 -2.1 -0.2
C -5.70333 3.02788 -0.18121 0.4 1.9 -0.8
F -5.18558 3.76651 0.86855 -0.5 -0.7 -1.1
F -5.04084 3.45249 -1.33875 -0.9 -0.2 1.4
F -7.00200 3.46412 -0.31944 1.1 -0.3 0.1
C -7.11763 0.96903 -1.76246 -0.1 -0.3 -0.8
C -7.67847 0.00820 -2.55019 0.0 0.6 0.2
C -8.10629 0.29696 -4.00735 -0.1 -0.2 0.3
C -7.24502 -0.53544 -4.97275 0.1 -0.2 0.1
C -7.90913 1.76967 -4.35926 0.0 0.1 0.0
C -9.58105 -0.06320 -4.21421 -0.1 -0.1 0.2
C -7.78381 -1.36662 -2.02406 -0.2 -0.9 -1.0
O -8.28450 -2.28088 -2.72376 0.5 1.0 0.8
H -9.16446 -3.59012 -1.15065 0.0 0.0 0.3
H -8.77579 -4.65277 0.22711 0.0 0.0 0.0
H -9.35567 -2.99294 0.51760 0.0 -0.1 0.0
H -5.67929 -2.94395 1.29498 -0.2 0.0 0.1
H -7.30993 -2.60330 1.95369 0.1 -0.1 0.0
H -6.81441 -4.27084 1.60067 0.0 0.2 -0.1
H -5.43422 -3.68247 -1.11435 -0.1 -0.1 0.0
H -6.49773 -5.05554 -0.70769 0.0 0.1 0.0
H -6.89064 -4.00084 -2.09084 0.2 -0.1 0.2
H -6.20924 -0.82315 1.01415 -0.1 -0.1 -0.4
H -5.17763 1.32647 1.03988 0.5 0.0 -0.2
H -7.05828 1.99917 -2.10881 0.1 -0.4 -0.1
H -7.44259 -1.60197 -4.80883 0.1 0.2 -0.1
H -7.50446 -0.27304 -6.01010 0.0 -0.1 0.2
H -6.18244 -0.33293 -4.78846 -0.4 -0.1 -0.2
H -8.50113 2.41246 -3.69807 0.1 0.0 -0.1
H -6.85085 2.04445 -4.29905 -0.1 0.1 0.0
H -8.24399 1.94602 -5.38986 0.0 -0.1 0.2
H -10.20378 0.52808 -3.53158 -0.1 -0.1 -0.1
H -9.87011 0.15472 -5.24761 0.0 0.0 0.1
H -9.73012 -1.12902 -4.00771 -0.1 0.3 -0.1
```
Forces are in eV/Å.

Electronic energy (Ha): -1684.84051
M (g/mol): 505.60
Kohn-Sham gap (eV): 5.0
Charge: -1